[1]
Entry from OMol25: a molecular structure, C19H28AlSb2 (wB97M-V/def2-TZVPD).

Element x y z (Å)
Sb -2.1365 1.3834 -0.9024
Sb 1.2322 -1.2306 -0.8170
Al 0.6414 1.4181 -0.8238
C 1.3166 2.8871 0.4895
C -1.6195 -3.4964 0.2503
C -2.7555 -1.5097 -0.7209
C -3.3566 1.6350 0.8082
C 3.5502 2.1220 -0.4904
C 1.6701 2.2238 1.6881
C -2.8076 3.0204 -2.0776
C -3.7356 -1.6980 0.2580
C -3.0551 -0.4899 -1.7224
C 3.2199 -2.1348 -0.7719
C 3.9132 1.5776 0.7932
C -1.6756 -2.4478 -0.7356
C 2.2678 2.6992 -0.6589
C 5.3484 1.3365 1.1062
C 2.9191 1.5862 1.7748
C -0.6122 -2.4097 -1.7225
C -2.6496 -3.5807 1.1907
C 0.6473 -1.5356 1.2821
C -3.7326 -2.7537 1.1672
H -0.7677 -4.1603 0.3120
H 3.2303 -3.2298 -0.6962
H 3.1860 1.1687 2.7532
H -4.3832 1.6497 0.4747
H -2.3483 3.9547 -1.6927
H 1.1770 -0.7762 1.9226
H 1.0355 -2.5387 1.5374
H -4.6077 -2.8958 1.7933
H 5.8095 0.6799 0.3428
H -4.5409 -0.9468 0.2883
H 5.4856 0.8934 2.1229
H -0.9232 -1.8006 -2.6473
H -0.4115 -1.4789 1.4200
H -2.4127 2.8059 -3.1139
H 4.3891 2.0445 -1.2246
H -0.1975 -3.3696 -2.0078
H 3.7719 -1.6312 0.0747
H -2.7569 -0.7212 -2.7288
H 2.0486 3.3662 -1.5240
H 5.8785 2.3023 1.0896
H 3.7505 -1.9167 -1.7482
H -4.1350 -0.2623 -1.7385
H -3.0757 2.5476 1.2912
H -3.8972 3.2251 -2.0967
H 0.8011 3.8167 0.4814
H -2.5315 -4.4296 1.8916
H -3.1952 0.7576 1.4848
H 1.0309 2.3428 2.5730

Charge: +3
E_tot (a.u.): -1462.585931
Gap between HOMO and LUMO (eV): 5.6
Energy relative to the best compared isomer or geometry (same formula, charge and spin) (kcal per mole): 0.0
Molecular weight (u): 526.94



[2]
Entry from OMol25: a molecular structure, C19H28AuN2O4S (wB97M-V/def2-TZVPD).

Element x y z (Å)
Au 0.4894 -1.2506 1.4502
S -1.5066 1.2376 0.4582
O -2.7860 1.7691 1.2306
O 1.3324 -0.8802 -0.3434
O 4.0109 -3.2648 -3.4072
O -1.4858 -1.4342 -0.5665
N -0.6096 -1.3925 3.2147
N -3.8606 0.0153 2.8700
C 1.3624 -1.7803 -1.3160
C 5.1705 -2.6504 -2.8657
C -0.3574 2.5708 0.6332
C 0.2252 -2.4058 -1.9058
C -2.0296 1.3989 -1.2304
C 0.9674 2.3012 0.3083
C 1.7072 -3.5847 -3.4573
C 2.8175 -2.9477 -2.8762
C 2.5294 5.6987 0.9470
C -3.0283 -0.8479 3.7340
C 1.5126 4.5989 0.8501
C 2.6399 -2.0683 -1.8271
C -0.7694 3.8214 1.0666
C -2.2728 -2.8290 -2.2864
C 1.8886 3.3280 0.4148
C 0.1783 4.8260 1.1789
C -2.0417 -1.6612 2.8906
C -1.1538 -2.1633 -1.5084
C 0.4633 -3.3057 -2.9739
H -2.2237 -3.9142 -2.1896
H -0.2515 -2.0812 3.8678
H -1.8031 4.0035 1.3261
H 2.9238 3.1344 0.1633
H 1.2703 1.3129 -0.0239
H -1.1615 1.1567 -1.8435
H -0.1257 5.8047 1.5274
H -2.8129 0.6630 -1.3929
H 5.2969 -2.9131 -1.8134
H -2.4936 -0.1923 4.4242
H 2.7928 6.0600 -0.0487
H -3.2193 -2.4832 -1.8785
H 3.4698 -1.5694 -1.3498
H 2.1501 6.5423 1.5201
H -2.1964 -1.4372 1.8345
H -0.5249 -0.4942 3.6816
H 5.1226 -1.5646 -2.9713
H -4.4794 0.5776 3.4476
H 6.0072 -3.0357 -3.4399
H -3.1519 1.0385 1.8764
H -0.3746 -3.8037 -3.4388
H -3.6477 -1.5071 4.3451
H -2.2255 -2.5903 -3.3484
H -4.4695 -0.5613 2.2950
H 1.8628 -4.2762 -4.2724
H 3.4456 5.3440 1.4182
H -2.2050 -2.7313 3.0039
H -2.3693 2.4180 -1.4030

Charge: +1
E_tot (a.u.): -1684.908691
Gap between HOMO and LUMO (eV): 7.9
Energy relative to the best compared isomer or geometry (same formula, charge and spin) (kcal per mole): 13.3
Molecular weight (u): 577.48